i) DFT (ωB97M-V with the def2-TZVPD basis set) results for a 2-piece molecular cluster, C5H14NO overall.

Summary:
E_HOMO   -12.294 eV
LUMO level   -3.21 eV
Net charge   +1
Molecular weight   104.2 Da
2S+1   1
Gap between HOMO and LUMO   9.1 eV

Atoms and positions in Å:
C -0.30430 -2.30346 1.87765
C -0.16052 -0.83639 1.80671
N -1.12614 -0.39162 0.64080
C -1.41028 1.02237 0.59144
H -0.11221 -2.76254 0.92059
H 0.42090 -2.72736 2.57919
H -1.31855 -2.64883 2.24059
H -0.54120 -0.32415 2.67726
H 0.82058 -0.46055 1.54600
H -1.99216 -0.90229 0.74462
H -0.75842 -0.67719 -0.26595
H -1.77291 1.44666 1.52433
H -2.17205 1.15514 -0.16994
H -0.49362 1.52347 0.27243
C 0.82758 1.72393 -1.86182
C 1.60785 0.99544 -2.67115
O 2.95580 1.21213 -2.68822
H -0.24956 1.60795 -1.84041
H 1.22340 2.46800 -1.17362
H 1.25865 0.18287 -3.30945
H 3.29714 0.69642 -3.44104

Atom charges from the Löwdin analysis, given in e for atoms 1 to 2: -0.085 -0.135



ii) DFT (ωB97M-V with the def2-TZVPD basis set) results for a 2-piece molecular cluster, C5H14NO overall.

Summary:
E_HOMO   -13.292 eV
LUMO level   -3.30 eV
Net charge   +1
Molecular weight   104.2 Da
2S+1   1
Gap between HOMO and LUMO   10.0 eV

Atoms and positions in Å:
C -0.96296 1.96122 0.37642
C 0.52072 1.65089 0.66646
C 0.91300 0.21189 0.54685
C 1.77526 -0.21616 -0.36449
C 2.19471 -1.62394 -0.56476
N -1.73152 0.68129 0.01698
H -1.45880 2.32558 1.27133
H -1.14168 2.64802 -0.44015
H 1.10261 2.25970 -0.02917
H 0.77357 2.02127 1.66181
H 0.59617 -0.41923 1.37580
H 2.18266 0.56560 -1.00305
H 2.15356 -2.20735 0.34972
H 1.53074 -2.09424 -1.29796
H 3.19272 -1.69730 -0.98941
H -2.34365 0.41324 0.77957
H -2.23315 0.81810 -0.86346
H -1.11768 -0.07865 -0.31761
H -2.47628 -2.69964 -0.92577
H -1.61760 -2.45770 0.30052
O -1.85242 -2.06259 -0.54964

Atom charges from the Löwdin analysis, given in e for atoms 1 to 2: -0.095 -0.174



iii) DFT (ωB97M-V with the def2-TZVPD basis set) results for a 2-piece molecular cluster, C5H14NO overall.

Summary:
E_HOMO   -11.877 eV
LUMO level   -7.99 eV
Net charge   +1
Molecular weight   104.2 Da
2S+1   1
Gap between HOMO and LUMO   3.9 eV

Atoms and positions in Å:
C 1.00892 0.21896 -0.16452
O 0.83464 -0.71859 -1.38478
C -0.23258 1.08866 0.05986
C -1.56517 0.40280 0.37182
C -2.33935 1.06017 1.63150
C -1.29969 1.04126 2.94003
N 2.88086 -2.47660 -2.89293
H 1.27299 -0.46564 0.69327
H 1.96503 0.77235 -0.40526
H 0.50165 -0.32376 -2.23948
H -0.35400 2.08939 -0.52393
H -1.42969 -0.67896 0.47704
H -2.11724 0.48810 -0.57069
H -3.37268 0.60101 1.87854
H -2.45592 2.08365 1.27944
H -1.64779 1.58709 3.81709
H -0.20969 1.25229 2.77227
H -1.31935 0.00169 3.37931
H 3.34385 -2.03379 -3.59998
H 3.26515 -3.20573 -2.39285
H 2.28171 -1.95380 -2.26818

Atom charges from the Löwdin analysis, given in e for atoms 1 to 2: -0.127 -0.070



iv) DFT (ωB97M-V with the def2-TZVPD basis set) results for a 2-piece molecular cluster, C5H14NO overall.

Summary:
E_HOMO   -15.701 eV
LUMO level   -3.05 eV
Net charge   +1
Molecular weight   104.2 Da
2S+1   1
Gap between HOMO and LUMO   12.6 eV

Atoms and positions in Å:
C 0.27858 0.61516 1.91411
C 0.37271 0.57020 0.40655
N 0.20686 -0.86056 -0.05026
C -1.25187 -1.06365 -0.26144
C -1.78149 0.26497 -0.76360
C -0.76480 1.35407 -0.24657
H 1.02976 0.02058 2.44388
H -0.68189 0.24760 2.28319
H 0.41852 1.62168 2.29755
H 1.32891 0.90755 0.04767
H 0.69556 -1.46999 0.60216
H 0.60926 -0.96537 -0.98200
H -1.41863 -1.95252 -0.87072
H -1.81699 -1.46480 0.58381
H -1.87405 0.28164 -1.83979
H -2.76249 0.34900 -0.30421
H -1.37813 1.94101 0.41921
H -0.39494 1.88875 -1.07647
H 2.89174 -0.55941 -2.25083
H 3.54109 -1.12010 -1.05992
O 2.75229 -0.60580 -1.29231

Atom charges from the Löwdin analysis, given in e for atoms 1 to 2: -0.031 -0.308



Bottom line: iv), by a margin of 71.6 kJ/mol.



i) DFT (ωB97M-V with the def2-TZVPD basis set) results for a 2-piece molecular cluster, C5H14NO overall.

Summary:
E_HOMO   -12.685 eV
LUMO level   -3.06 eV
Net charge   +1
Molecular weight   104.2 Da
2S+1   1
Gap between HOMO and LUMO   9.6 eV

Atoms and positions in Å:
C 0.83288 -1.70644 0.38288
C 2.23147 0.92304 0.33525
C -2.03599 -0.47688 0.13271
C -0.96969 1.63869 -0.25668
C 0.45340 -0.38683 -0.28772
N -0.76245 0.29490 0.41266
O 0.32358 -0.35918 -1.57352
H 0.10844 -2.59243 0.26827
H 0.89915 -1.54919 1.48844
H 1.83519 -1.92819 -0.13067
H 2.22253 1.18504 1.46331
H 1.77163 1.62260 -0.39553
H 2.95670 0.22214 -0.08002
H -2.07788 -1.39380 0.90123
H -2.95302 0.13017 0.09189
H -1.86926 -0.87908 -0.89458
H 0.01103 2.16371 -0.23169
H -1.18729 1.53993 -1.28437
H -1.76143 2.14330 0.25083
H -0.66869 0.53164 1.43342
H 0.63970 -1.12313 -2.02611

Atom charges from the Löwdin analysis, given in e for atoms 1 to 2: -0.042 0.106



ii) DFT (ωB97M-V with the def2-TZVPD basis set) results for a 2-piece molecular cluster, C5H14NO overall.

Summary:
E_HOMO   -13.957 eV
LUMO level   -3.94 eV
Net charge   +1
Molecular weight   104.2 Da
2S+1   1
Gap between HOMO and LUMO   10.0 eV

Atoms and positions in Å:
C 2.73992 0.59054 -0.20730
C 2.01404 -0.75803 -0.42364
C 1.04443 -1.13587 0.72686
C -0.34312 -0.62337 0.63122
C -0.83639 0.63246 0.52977
N -1.38911 -1.68665 0.56818
H 3.55046 0.63995 -0.93119
H 3.10700 0.63247 0.82663
H 2.07041 1.43901 -0.38157
H 2.75827 -1.54812 -0.50374
H 1.46393 -0.73353 -1.35844
H 0.96770 -2.24531 0.70106
H 1.45537 -0.90087 1.71660
H -1.76368 0.90878 1.04513
H -0.26166 1.30944 -0.10455
H -1.22433 -2.36567 -0.18119
H -2.28216 -1.27184 0.28879
H -1.45475 -2.26408 1.42179
H -4.21890 3.46668 -0.89407
H -3.93567 2.61875 -1.99581
O -3.46175 3.29524 -1.47453

Atom charges from the Löwdin analysis, given in e for atoms 1 to 2: -0.086 -0.226



iii) DFT (ωB97M-V with the def2-TZVPD basis set) results for an isolated ion of composition C5H14NO and charge +1.

Summary:
E_HOMO   -15.177 eV
LUMO level   -3.21 eV
Net charge   +1
Molecular weight   104.2 Da
2S+1   1
Gap between HOMO and LUMO   12.0 eV

Atoms and positions in Å:
C -1.50959 -0.25060 -0.94222
C -0.87264 -0.38730 0.43125
C -1.55431 0.49970 1.44794
C 0.63184 -0.08040 0.39281
N 0.82782 1.28111 -0.28344
C 1.51019 -1.09949 -0.32630
O 2.51527 -0.43027 -1.04769
H -0.94433 -0.61533 -1.80143
H -1.82023 0.78272 -1.13646
H -2.43514 -0.82515 -0.95018
H -0.99054 -1.44034 0.70282
H -1.28961 0.29751 2.48724
H -1.34745 1.55813 1.25944
H -2.64185 0.40721 1.42983
H 1.07621 0.10877 1.36980
H 1.81792 1.37728 -0.53178
H 0.34715 1.22122 -1.17966
H 0.45273 2.02598 0.29559
H 0.91913 -1.81081 -0.90591
H 1.99272 -1.68185 0.45050
H 3.31470 -0.93807 -1.16216

Atom charges from the Löwdin analysis, given in e for atoms 1 to 2: -0.063 -0.383



iv) DFT (ωB97M-V with the def2-TZVPD basis set) results for a 2-piece molecular cluster, C5H14NO overall.

Summary:
E_HOMO   -13.425 eV
LUMO level   -3.16 eV
Net charge   +1
Molecular weight   104.2 Da
2S+1   1
Gap between HOMO and LUMO   10.3 eV

Atoms and positions in Å:
C -0.37052 -0.34083 1.07615
C 1.08397 -0.01647 1.42612
C 1.86745 0.64937 0.28385
C 1.68443 -1.38520 -1.23150
C 1.87762 -0.07397 -1.04595
N -0.95110 0.68768 0.12309
H -0.35267 -1.22936 0.44331
H -1.05348 -0.40388 1.91872
H 1.51169 -0.91596 1.87392
H 1.05779 0.70860 2.24720
H 1.58733 1.70370 0.22244
H 2.92305 0.54540 0.54811
H 1.13442 -2.03551 -0.55909
H 2.13490 -1.88775 -2.08451
H 2.35116 0.38824 -1.90765
H -0.75063 1.64194 0.44146
H -1.97959 0.61407 0.10149
H -0.53872 0.60558 -0.80822
H -4.10024 0.74782 -1.30294
H -3.88667 -0.67445 -0.78432
O -3.74345 0.25567 -0.55364

Atom charges from the Löwdin analysis, given in e for atoms 1 to 2: -0.133 -0.177



Bottom line: iii), by a margin of 56.1 kJ/mol.



i) DFT (ωB97M-V with the def2-TZVPD basis set) results for a 2-piece molecular cluster, C5H14NO overall.

Summary:
E_HOMO   -14.604 eV
LUMO level   -9.20 eV
Net charge   +1
Molecular weight   104.2 Da
2S+1   1
Gap between HOMO and LUMO   5.4 eV

Atoms and positions in Å:
C 0.93446 -1.46238 0.96671
O 1.85449 -2.43793 0.53040
C 0.47655 -0.55086 -0.17292
C -0.42128 0.63216 0.32972
C -1.87457 0.62148 -0.12679
C 0.26139 1.98519 0.16202
N -0.16492 -1.33777 -1.28600
H 0.13508 -1.82436 1.65296
H 1.41726 -0.69500 1.63181
H 2.05820 -3.04692 1.24091
H 1.49677 -0.17096 -0.48296
H -0.44525 0.40232 1.37126
H -2.28778 -0.35704 -0.08612
H -2.11769 0.65795 -1.18601
H -2.53783 1.38700 0.38590
H -0.41406 2.57175 -0.48695
H 0.29697 2.60748 1.06451
H 1.19738 1.90911 -0.37361
H 0.50707 -1.96568 -1.75525
H -0.21788 -0.14520 -1.52211
H -0.15436 1.21967 -1.85747

Atom charges from the Löwdin analysis, given in e for atoms 1 to 2: -0.228 -0.019



ii) DFT (ωB97M-V with the def2-TZVPD basis set) results for a 2-piece molecular cluster, C5H14NO overall.

Summary:
E_HOMO   -13.129 eV
LUMO level   -3.33 eV
Net charge   +1
Molecular weight   104.2 Da
2S+1   1
Gap between HOMO and LUMO   9.8 eV

Atoms and positions in Å:
C 1.31265 -0.86989 -0.13109
C -0.03054 -1.16094 -0.73294
C -1.22490 -0.83492 0.15636
C -1.15552 -0.48582 1.43711
C -2.32547 -0.11672 2.29891
N 1.43658 0.62502 0.03276
H 2.15251 -1.18896 -0.71689
H 1.50445 -1.28128 0.85556
H -0.14682 -2.18818 -0.99638
H -0.14401 -0.58976 -1.65796
H -2.16672 -0.96697 -0.35628
H -0.21246 -0.61162 1.96903
H -2.26397 -0.60934 3.26219
H -3.26003 -0.37373 1.81091
H -2.38231 0.95504 2.46384
H 0.62998 0.95412 0.56535
H 1.42158 1.18389 -0.85409
H 2.32420 0.89339 0.45727
H 1.67015 2.79563 -2.28027
H 1.73403 1.46835 -3.08847
O 1.20318 1.97331 -2.46496

Atom charges from the Löwdin analysis, given in e for atoms 1 to 2: -0.146 -0.167



Bottom line: ii), by a margin of 859.1 kJ/mol.



i) DFT (ωB97M-V with the def2-TZVPD basis set) results for a 3-piece molecular cluster, C3H10O4 overall.

Summary:
E_HOMO   -9.892 eV
LUMO level   0.65 eV
Molecular weight   110.1 Da
2S+1   1
Gap between HOMO and LUMO   10.5 eV

Atoms and positions in Å:
O 0.11348 0.07830 2.67418
C 0.11886 -0.92263 2.00947
C -0.68814 -1.12393 0.76049
C -1.54245 0.07418 0.33846
O -1.01370 0.71134 -0.82334
H 0.75305 -1.76784 2.33760
H -1.29527 -2.02055 0.92218
H 0.00313 -1.38283 -0.04671
H -1.62532 0.84024 1.10523
H -2.53191 -0.28089 0.09949
H -0.17385 1.10445 -0.54379
O 0.23418 0.97410 -3.91165
H -0.35886 1.70425 -4.12589
H -0.40849 0.30565 -3.62814
O 2.68827 0.20534 0.86610
H 2.58216 0.68964 1.69218
H 3.14486 0.81116 0.27415

Atom charges from the Löwdin analysis, given in e for atoms 1 to 2: 0.040 -0.284



ii) DFT (ωB97M-V with the def2-TZVPD basis set) results for C3H10O4 as an isolated structure.

Summary:
E_HOMO (alpha / beta)   -8.503 / -8.503 eV
LUMO level (alpha / beta)   -2.53 / -2.53 eV
Molecular weight   110.1 Da
2S+1   1
Gap between HOMO and LUMO (alpha / beta)   6.0 / 6.0 eV

Atoms and positions in Å:
C 1.09559 -0.51884 0.53556
C 1.91645 -1.37779 1.45441
O 0.77301 -1.07495 -0.62449
O 1.61892 0.75248 0.43355
H 1.03442 1.27199 -0.14544
H 0.00555 -0.34904 -1.14741
H -0.20270 -0.13948 1.13108
H 1.28663 -2.18369 1.83168
H 2.75795 -1.81514 0.91659
H 2.29487 -0.79811 2.29569
C -1.97748 0.99952 -1.72568
O -0.72908 0.84786 -1.14763
O -1.45284 0.13988 0.99034
H -1.41193 1.08500 0.78425
H -2.74102 0.53896 -1.07717
H -2.03907 0.55560 -2.72382
H -2.22926 2.06573 -1.78151

Atom charges from the Löwdin analysis, given in e for atoms 1 to 2: -0.465 0.030



Bottom line: i), by a margin of 415.4 kJ/mol.



i) DFT (ωB97M-V with the def2-TZVPD basis set) results for the molecule C3H6O2S2.

Summary:
E_HOMO   -9.353 eV
LUMO level   0.51 eV
Molecular weight   138.2 Da
2S+1   1
Gap between HOMO and LUMO   9.9 eV

Atoms and positions in Å:
O 0.40013 -0.57604 -2.37820
C 1.07244 -0.55067 -1.38412
O 2.33930 -1.00508 -1.34207
C 0.62834 0.00282 -0.05727
C -0.87516 0.24155 0.03417
S -1.34392 1.68886 1.04811
S -1.41711 0.88909 2.95148
H 2.50797 -1.50359 -2.15848
H 1.10450 0.97906 0.12717
H 1.00557 -0.61497 0.75925
H -1.24475 0.48794 -0.96188
H -1.48120 -0.56180 0.43490
H -2.69612 0.52284 2.92693

Atom charges from the Löwdin analysis, given in e for atoms 1 to 2: 0.110 -0.533



ii) DFT (ωB97M-V with the def2-TZVPD basis set) results for the molecule C3H6O2S2.

Summary:
E_HOMO   -8.622 eV
LUMO level   0.08 eV
Molecular weight   138.2 Da
2S+1   1
Gap between HOMO and LUMO   8.7 eV

Atoms and positions in Å:
O 0.99543 1.96762 0.77708
C 0.57877 0.95539 1.26422
O 0.44727 0.78959 2.62699
C -0.20635 -0.14624 0.59031
C -0.87846 0.18501 -0.74466
S 0.51726 -0.20683 -1.94836
S 0.07675 -2.30220 -2.40775
H 1.17766 1.30154 3.00866
H -0.86904 -0.33880 1.46090
H 0.44470 -1.03538 0.53777
H -1.78419 -0.40243 -0.79449
H -1.10734 1.24807 -0.79813
H 0.60755 -2.01535 -3.57254

Atom charges from the Löwdin analysis, given in e for atoms 1 to 2: 0.114 -0.521



Bottom line: i), by a margin of 92.1 kJ/mol.